{"formula": "C22H27F2OSi", "method": "ωB97M-V/def2-TZVPD", "e_above_lowest_ev": 1.111, "charge": 1, "fmax_ev_per_a": 4.06, "species": ["C", "Si", "C", "C", "O", "C", "C", "C", "C", "H", "H", "H", "H", "H", "H", "H", "H", "H", "H", "H", "H", "H", "H", "C", "C", "C", "F", "C", "C", "C", "C", "C", "C", "F", "C", "C", "C", "C", "C", "C", "H", "H", "H", "H", "H", "H", "H", "H", "H", "H", "H", "H", "H"], "positions_angstrom": [[0.370, 4.769, 0.712], [1.272, 3.927, -0.682], [0.582, 4.381, -2.335], [3.072, 4.360, -0.589], [1.190, 2.258, -0.399], [0.783, 1.122, -0.865], [1.366, -0.133, -0.296], [2.193, -0.668, -1.475], [3.300, -1.371, -1.222], [0.423, 5.857, 0.551], [-0.687, 4.483, 0.764], [0.835, 4.552, 1.682], [0.745, 5.462, -2.460], [1.090, 3.862, -3.156], [-0.495, 4.186, -2.401], [3.141, 5.449, -0.715], [3.509, 4.093, 0.379], [3.658, 3.880, -1.380], [0.223, 1.093, -1.801], [2.103, 0.186, 0.460], [1.812, -0.344, -2.452], [3.963, -1.789, -1.987], [3.591, -1.522, -0.176], [-3.553, 1.315, 3.831], [-2.531, 0.741, 2.919], [-2.671, -0.566, 2.462], [-3.776, -1.278, 2.859], [-1.740, -1.189, 1.648], [-0.626, -0.459, 1.209], [0.451, -1.117, 0.357], [-0.023, -2.365, -0.435], [-1.329, -2.600, -0.903], [-1.651, -3.880, -1.351], [-2.975, -4.195, -1.562], [-0.714, -4.892, -1.547], [-1.135, -6.234, -2.041], [0.608, -4.592, -1.202], [0.924, -3.376, -0.617], [-0.433, 0.830, 1.709], [-1.372, 1.428, 2.546], [-3.195, 2.265, 4.235], [-4.493, 1.505, 3.300], [-3.778, 0.650, 4.675], [-1.905, -2.225, 1.358], [1.123, -1.574, 1.108], [-2.124, -1.855, -0.845], [-0.258, -6.809, -2.354], [-1.648, -6.833, -1.274], [-1.820, -6.155, -2.893], [1.404, -5.314, -1.375], [1.948, -3.169, -0.313], [0.441, 1.411, 1.428], [-1.188, 2.441, 2.906]]}